ORCA calculation (wB97M-V/def2-TZVPD) on C37H43BrIN4O4PSb2Sc as an isolated structure.

Output
2S+1: 1
Total charge: +1
Relative energy (zero: lowest compared OMol25 entry of this formula, charge and spin): 149.5 kcal per mole
Highest occupied orbital energy (spin up / spin down): -6.16 / -6.18 eV
Frontier orbital gap (spin up / spin down): 2.0 / 2.0 eV

Last column: Mulliken charge in e.
CARTESIAN COORDINATES (ANGSTROEM)
Sc1 1.86888 0.06158 3.17187  0.4641
C1 -4.23901 3.65760 1.77713  -1.5681
Sb1 -3.05136 2.32418 0.41522  1.1453
C2 -4.43735 0.74679 1.01144  -1.4366
C3 -2.48691 1.64976 -1.81705  -2.1645
C4 -2.14876 2.87907 -2.48030  1.8311
C5 -3.14617 3.85047 -2.62533  -0.4955
C6 -2.92041 5.13916 -3.04328  -0.8765
C7 -1.61070 5.48277 -3.43186  -0.6092
C8 -0.61047 4.59701 -3.43865  -0.4293
C9 -0.85726 3.24261 -2.94176  1.0216
C10 0.27227 2.23701 -2.96868  -1.1077
Sb2 0.76672 1.38336 -4.96624  0.5860
C11 -1.08883 1.91460 -6.01207  -1.1278
C12 1.95841 3.14331 -5.45107  -1.2667
H1 -3.55446 4.32289 2.24859  0.4221
H2 -4.76934 2.98214 2.45268  0.3689
H3 -4.94980 4.08919 1.03235  0.3071
H4 -5.38505 0.97041 0.49850  0.4243
H5 -4.50877 0.83598 2.10727  0.3194
H6 -4.12095 -0.23245 0.63036  0.3733
H7 -3.48621 1.25722 -2.15325  0.4333
H8 -1.65910 0.98768 -1.58017  0.1041
H9 -4.15813 3.47672 -2.35983  0.4161
H10 -3.77803 5.84751 -3.12497  0.3493
H11 -1.43321 6.50104 -3.78170  0.3638
H12 0.37333 4.78768 -3.89879  0.2757
H13 -0.08924 1.38132 -2.35218  -0.1611
H14 1.20176 2.67235 -2.60502  0.3452
H15 -0.99822 1.82119 -7.11721  0.3834
H16 -1.34867 2.98006 -5.80210  0.2710
H17 -1.90839 1.19469 -5.73452  0.3220
H18 2.44481 2.93724 -6.43918  0.3429
H19 2.65079 3.46765 -4.71240  0.3805
H20 1.27624 4.02878 -5.63923  0.3181
O1 -0.51053 -2.70043 3.44947  -0.7685
C13 0.36059 -2.60817 2.55151  0.5963
O2 1.16566 -1.56139 2.46632  0.1979
C14 0.53122 -3.68706 1.49782  -1.2010
P1 0.02857 -3.09580 -0.14134  0.5191
C15 -1.56173 -3.98380 -0.41437  0.8596
C16 -2.09434 -4.11016 -1.73860  -0.7845
C17 -3.27305 -4.77250 -1.89199  -0.2544
C18 -4.01667 -5.25624 -0.80273  -0.6976
C19 -3.48355 -5.17633 0.44446  -0.5191
C20 -2.25316 -4.58155 0.67506  -0.3743
C21 1.07450 -3.76565 -1.42088  0.4459
C22 1.40472 -5.11298 -1.35448  -0.3021
C23 2.27333 -5.64245 -2.36786  -0.6671
C24 2.60539 -4.88991 -3.52663  -0.4874
C25 2.11967 -3.52839 -3.62781  -0.5988
C26 1.30807 -3.00744 -2.59827  -0.3480
H21 -0.07341 -4.58988 1.82724  0.5398
H22 1.55861 -4.05306 1.48808  0.4480
H23 -1.53284 -3.79584 -2.62713  0.3428
H24 -3.67908 -4.89988 -2.90938  0.3412
H25 -4.90874 -5.82169 -1.07590  0.3510
H26 -4.02142 -5.46484 1.34124  0.3689
H27 -1.76385 -4.50218 1.68490  0.0740
H28 0.92494 -5.76158 -0.56880  0.3144
H29 2.71727 -6.58899 -2.17510  0.4260
H30 3.25439 -5.36148 -4.24018  0.3891
H31 2.29614 -2.92065 -4.48025  0.5209
H32 1.09058 -1.90061 -2.58473  0.2982
N1 -0.53313 -0.15270 4.38366  -0.4355
N2 -1.34481 0.29547 3.28643  0.0801
C27 -0.83756 0.94263 2.21621  0.4170
O3 -1.57793 1.14080 1.13020  -0.3704
O4 0.42982 1.19401 2.21674  -0.6006
H33 -0.71853 -1.14945 4.45019  0.2505
H34 -0.79562 0.25488 5.28573  0.2756
H35 -2.25166 -0.09690 3.17319  0.2405
Br1 4.56988 -0.93843 2.37699  -0.1533
C28 3.85173 0.35976 1.12012  0.6912
C29 4.55701 0.50654 -0.11038  -0.7425
C30 4.51974 1.71449 -0.75070  -0.4404
C31 3.63297 2.69146 -0.24523  -0.5251
C32 2.97957 2.45226 0.91963  -0.3741
N3 2.97718 1.25442 1.55011  0.2841
H36 5.15999 -0.31592 -0.41136  0.5006
H37 5.15383 1.97699 -1.58804  0.4845
H38 3.45126 3.64705 -0.68763  0.4646
H39 2.38318 3.25675 1.35973  0.3777
I1 1.03489 -0.95860 8.86327  0.1986
C33 2.42522 -0.20535 7.52760  -0.2643
C34 3.10548 0.99366 7.88454  -0.3291
C35 3.69471 1.57603 6.81100  -0.7060
C36 3.54971 1.09654 5.49409  -0.0506
N4 2.79961 -0.00377 5.18805  0.0146
C37 2.52118 -0.76433 6.24782  -0.4173
H40 3.12000 1.48187 8.84857  0.4377
H41 4.37216 2.41909 7.01081  0.3707
H42 4.05271 1.60886 4.62102  0.3775
H43 2.10774 -1.75573 6.07941  0.5878